51
Properties=species:S:1:pos:R:3:forces:R:3 method="wB97M-V/def2-TZVPD" multiplicity=2 energy_ha=-10924.54252 max_force_ev_per_a=0.546 orbital_gap_ha="0.189 / 0.196" charge=+2 lumo_energy_ev="-8.89 / -8.79"
Te -5.027917 -2.605305 0.013141 0.4 0.3 0.1
C 3.562439 0.031018 -3.618077 0.0 0.0 0.0
H 5.596313 -0.386377 -3.091035 0.0 0.0 0.0
H 1.538467 -3.183111 6.890541 0.0 0.0 0.0
H 1.064758 2.931576 3.232175 0.0 0.0 0.0
C -1.187257 -0.880348 -3.437845 0.0 0.0 0.0
S -0.364959 -1.442218 0.267603 -0.3 0.1 0.4
C -2.818360 0.001527 -4.970270 0.0 0.0 0.0
H -0.955075 -3.189676 3.505223 0.0 0.0 0.0
C -1.185140 0.334780 -2.755986 -0.1 0.0 -0.1
C -2.005161 -1.043861 -4.547018 0.0 0.1 0.0
S -1.317671 -0.350989 3.848255 0.1 0.1 -0.1
C 4.587736 -0.247715 -2.725140 0.0 0.0 0.0
Se -3.229327 0.732189 0.167854 -0.1 -0.3 -0.2
H -1.154539 3.399259 -1.167670 0.0 0.0 0.0
Se -4.617359 -0.493000 -1.180608 0.0 -0.1 0.5
C 0.583445 1.959021 1.385949 -0.1 0.0 0.1
C 3.037185 -0.174937 -0.888941 0.0 0.0 0.0
H 2.366688 -2.822297 5.365930 0.0 0.0 0.0
C 0.574949 3.026487 2.272184 0.0 0.1 0.0
H -0.063912 5.045744 2.613309 0.0 0.0 0.0
C 4.327456 -0.351085 -1.362739 0.0 0.0 -0.1
H -3.440993 2.028008 -4.621700 0.0 0.0 0.0
H 2.839302 -0.266899 0.171915 0.0 0.0 0.0
Mn -2.026794 -0.651066 1.622407 -0.1 -0.3 -0.2
H -0.306524 -4.217360 5.799689 0.0 0.0 0.0
C -0.681328 4.336562 0.687316 0.0 0.0 0.0
Se -3.406937 -2.495866 1.833939 -0.1 0.3 -0.3
H -0.559190 -1.703383 -3.114902 0.0 0.0 0.0
C 2.265957 0.210005 -3.154072 0.1 0.0 0.0
H 1.472020 0.430688 -3.857389 0.0 0.0 0.0
C 2.012752 0.106191 -1.789233 0.0 0.1 -0.1
C 1.400282 -2.860825 5.862589 0.0 0.0 0.0
C 0.400655 -3.743826 5.118786 0.0 0.1 -0.1
C -0.352618 -1.565201 4.544014 -0.1 0.0 -0.1
Sb 0.073323 0.408675 -1.092888 0.3 -0.1 0.0
H -1.168803 5.262996 0.414238 0.0 0.0 0.0
C -0.043391 2.086339 0.145964 -0.1 0.0 0.1
H 3.769057 0.110431 -4.676821 0.0 0.0 0.0
H -3.450013 -0.123597 -5.839758 0.0 0.0 0.0
C -1.998812 1.382854 -3.176364 0.0 0.0 -0.1
H 1.067622 1.032864 1.673430 0.0 0.0 0.0
H 5.129799 -0.570410 -0.671426 0.0 0.0 0.0
C -0.676746 3.275178 -0.207402 0.1 0.1 0.1
H -2.000840 -1.983948 -5.082528 0.0 0.0 0.0
H -2.012663 2.330385 -2.658527 0.0 0.0 0.0
N -0.333927 -2.839288 4.219307 0.1 -0.1 0.0
C -0.058461 4.213076 1.922760 0.0 -0.1 0.0
H 0.905021 -4.512082 4.538146 0.0 0.0 0.0
S 0.684015 -1.182683 5.858720 0.0 0.0 0.1
C -2.814526 1.211500 -4.287044 0.0 0.0 0.0



16
Properties=species:S:1:pos:R:3:forces:R:3 method="wB97M-V/def2-TZVPD" multiplicity=1 energy_ha=-271.60308 max_force_ev_per_a=3.865 orbital_gap_ha=0.356 e_above_lowest_kcal_mol=93.8 lumo_energy_ev=0.96
C 2.853868 0.967165 -0.473676 -0.2 -0.2 1.6
C -1.301390 -0.803391 0.467579 0.6 -3.4 -1.7
O 0.476787 1.289267 -0.929896 2.5 0.1 0.7
H 0.404870 -2.157191 0.385590 -0.1 0.5 -0.4
H 0.882051 1.262902 -1.820221 -0.4 0.0 0.5
H -3.338626 -1.515013 0.778636 1.0 2.1 0.6
H -1.208691 -3.018030 0.515045 0.5 1.5 1.5
H 1.150245 1.191401 1.065628 1.2 -1.2 -2.4
C -0.653725 -2.018694 0.584001 -1.9 0.2 -0.8
H -3.140390 -0.200459 -0.342781 0.0 0.8 0.4
C -2.737128 -0.501508 0.627289 -1.5 -3.1 0.6
H 3.071499 1.395671 -1.451576 0.1 -0.7 -0.1
H 3.710297 0.573948 0.163156 -1.4 1.0 -0.8
C 1.581502 1.052568 -0.027160 -1.6 1.2 0.3
H -1.003953 -0.243293 -0.384512 2.0 1.6 0.6
H -2.800362 0.219088 1.461999 -0.8 -0.3 -0.6



251
Properties=species:S:1:pos:R:3:forces:R:3 method="wB97M-V/def2-TZVPD" multiplicity=1 energy_ha=-5116.75552 max_force_ev_per_a=6.153 orbital_gap_ha=0.185 charge=-1 lumo_energy_ev=1.28
O -3.455692 -8.639361 2.130009 0.0 0.7 0.1
C 8.860008 -1.833941 -2.685371 -1.0 0.1 -1.5
O -4.501322 -3.365891 5.671009 1.0 1.8 -1.5
Rb 1.789438 -2.596511 -4.361961 -0.7 0.5 -0.3
O 1.720018 1.855549 -5.659131 -2.8 2.8 -0.4
H 8.160978 -2.848881 3.823859 -0.1 -0.8 -0.2
H 1.002848 1.350949 0.718909 0.0 -0.2 0.3
C -2.899972 -7.821691 1.436999 0.5 -0.1 -0.7
O -0.503322 -2.061561 -6.305371 0.8 -0.1 0.5
C -6.834712 -3.373431 -0.380031 -1.5 0.1 -0.5
H 3.129698 7.106249 -0.323351 -0.2 0.0 -0.2
H -3.190002 1.560749 4.400389 -0.1 0.2 0.3
H 1.930238 -6.175971 -0.226271 -0.2 0.1 0.1
H -4.931692 4.136959 3.816029 0.1 -0.2 -0.2
H -1.447902 -6.424491 2.336299 -0.1 -0.1 0.2
H 4.811938 -2.548721 1.560589 -0.1 -0.5 -0.5
H 4.233218 3.667599 1.411229 -0.1 0.4 0.3
H 8.092278 -2.313031 -3.292961 -0.2 0.1 -0.1
H 3.222988 2.860629 -5.138041 0.5 1.4 0.3
H -0.310092 1.617559 -0.402701 0.0 0.0 -0.2
C 2.721668 1.288489 -5.242631 -1.4 -2.1 -1.5
O 3.682478 2.093579 -4.788611 1.4 0.5 0.5
H 5.237278 2.680999 6.609649 0.1 0.1 -0.1
C -0.950092 0.391709 1.278139 0.7 -0.1 -1.8
H -1.506702 6.166339 -2.757061 -0.2 -0.2 -0.2
H -1.115142 -3.310011 -0.463831 -0.4 0.4 -1.1
H -5.165342 -0.441411 -6.921681 0.2 0.0 0.2
H -2.858662 -0.400781 -2.303621 -0.2 0.1 0.2
O 7.269498 -1.930981 -0.910111 -0.4 0.6 -0.2
H -5.158702 -2.701111 -4.118521 -0.5 -0.2 0.4
H 3.497258 0.151269 2.429919 0.1 0.0 -0.3
H -7.249072 3.738609 0.843679 -0.1 -0.2 -0.3
H -5.812752 3.273379 -0.230091 -0.5 0.2 -0.2
C -2.605682 2.480889 4.399779 0.7 -0.4 -0.4
C 1.414098 -1.442511 0.044079 0.0 0.2 -0.3
C -3.955002 -2.539761 4.919769 -0.7 -2.7 0.6
H 2.509868 0.788619 -1.031391 -0.1 -0.1 0.3
C 5.358128 1.617669 6.816569 0.5 0.7 0.2
H 2.293808 5.654779 0.331179 0.1 -0.2 -0.1
H -1.046562 -2.579471 0.982209 -0.4 0.7 0.6
C -1.356002 4.966999 0.206799 0.6 -0.7 0.1
H 0.323248 -0.850731 6.821359 -0.1 0.1 -0.3
H -2.401402 -3.054431 3.617599 0.3 0.7 -0.4
H 4.444348 -5.478431 -0.932171 -0.1 0.2 0.0
H -3.327612 -5.350211 -3.509011 -0.7 -0.1 0.0
H 1.289978 -3.686231 4.778579 0.0 0.0 0.0
H -0.596202 4.537239 -0.445971 0.5 0.7 0.1
C -6.336052 -1.610501 -5.561081 -0.3 0.3 1.3
C -5.292582 3.980789 1.658299 2.6 -0.1 -0.6
O 6.394298 -4.641241 3.003739 -0.5 3.1 -0.3
H 2.016478 -0.054051 -2.481921 0.0 -0.9 0.3
O 5.610368 1.277279 3.147199 -2.7 1.7 -2.0
C 3.456328 1.180009 2.071989 0.7 -0.2 0.6
C -2.474702 -6.395221 1.971729 -1.1 -0.6 -0.5
H 0.950888 -1.927691 4.893199 0.1 -0.1 -0.4
H -4.628572 -1.084451 -4.120741 0.1 0.3 -0.8
C 2.627428 4.019619 -1.884491 0.8 0.8 -0.9
C -2.818822 -4.885861 -4.353761 -1.1 -0.3 0.9
O -7.568822 -1.666221 -5.585561 2.2 0.1 0.0
H 5.333288 1.528929 7.902669 -0.2 -0.2 0.1
O 8.281528 2.360579 -2.187111 0.6 -1.0 0.8
H -2.667492 -2.930081 0.294379 -0.1 -0.4 0.4
H 0.791488 2.927849 4.899419 0.0 0.4 0.0
H 7.467138 1.243079 0.027519 0.3 0.1 -0.2
H -2.636692 -0.840311 5.218119 0.0 -0.1 0.2
H -2.967432 -2.222421 -7.358301 -2.6 -0.8 -1.5
O -0.830732 1.024169 5.058589 0.2 0.8 -0.2
H -3.099812 -2.123361 -1.994271 0.3 0.0 -0.5
O -0.615132 3.892709 -3.164311 0.2 0.2 -1.3
H 3.097278 6.608499 5.621879 0.1 0.2 -0.1
H -6.567272 3.606939 3.355019 -0.1 0.3 0.1
H 4.405898 -5.918091 -2.644611 0.0 0.2 -0.1
H -5.240752 -4.454761 -1.339401 -0.1 -0.1 -0.3
H -0.260412 -7.177121 -3.366431 -0.2 0.2 -0.5
H -0.450242 -5.533921 -2.772591 -0.1 -0.1 0.6
H 1.539378 4.071619 -1.923771 0.0 0.0 0.3
O 0.937058 -3.840121 7.483649 0.5 -1.1 0.0
H -1.058982 -1.913411 6.806049 -0.1 -0.1 -0.1
H 4.490388 -4.205851 -2.187941 0.0 0.0 0.0
O -3.932382 2.096179 -4.797581 -1.1 0.9 0.7
C 1.639048 0.440479 -1.586891 -0.9 -0.3 -1.1
O -0.368882 7.141399 0.667559 -0.5 -2.2 0.5
H 3.235828 6.511859 2.082019 0.3 -0.3 0.1
H -8.840622 -1.447311 2.373569 -0.5 -0.3 -0.3
H 2.905998 2.595669 6.330469 -0.1 0.1 -0.1
C 0.787078 -2.908701 6.738179 1.4 -0.8 -0.3
H -3.192092 -6.067311 2.724019 0.3 -0.5 0.5
C -0.779032 4.667929 -4.108121 -0.6 -1.8 1.4
C 4.777048 -2.852431 2.606839 1.4 0.4 -0.2
O 4.637068 -2.959811 -4.507121 -1.7 -2.9 -0.1
H -7.095632 -2.324421 1.469529 0.3 -0.4 0.3
C -2.146092 6.506539 2.127619 0.8 0.1 0.1
H 5.471748 1.569049 -3.148831 -0.7 0.6 0.0
C -1.090502 6.192609 1.012569 -0.6 3.1 -0.2
O 4.311078 -0.261881 5.769709 0.6 -0.6 0.2
H -3.453312 -4.922511 -5.239291 0.3 -0.2 -0.1
C -5.108132 2.410619 -4.606111 2.6 -1.8 1.1
H -2.003542 7.511159 2.525769 0.4 0.1 -0.3
H 7.937968 -2.335981 2.167529 -0.2 0.3 0.0
H 6.351108 1.311659 6.487239 -0.2 -0.2 -0.1
H 5.923408 3.605239 1.983929 0.0 -0.4 -0.2
H -3.757712 -3.968821 3.248739 -0.6 0.2 0.2
H 10.060438 -1.548701 0.100739 -0.2 0.2 0.1
C -5.635122 2.691219 -3.154781 -0.1 0.3 -1.4
C 9.527908 -2.407231 -0.308461 -0.5 0.3 -0.1
H 1.440108 -2.391081 -0.492251 -0.7 0.2 -0.7
H 9.035638 -2.973071 0.482489 0.3 0.1 0.1
C 0.591258 -0.308661 -0.653251 0.8 0.1 -0.7
H 2.464378 -1.157271 -0.016321 0.2 0.1 1.0
O -7.722122 -2.730881 -0.937321 1.3 -0.8 0.6
H 5.954268 -3.028861 -6.801721 0.1 -0.2 0.1
C -0.746632 4.263739 -5.573881 0.6 -0.3 1.0
H -6.756362 1.513459 -5.377761 -0.4 0.0 -0.4
H 6.433588 2.607829 -0.047521 -0.7 -0.1 -0.1
C 3.280908 5.357919 -1.559631 2.6 0.7 -0.7
C -1.179142 6.056199 -3.790821 0.2 0.6 -0.4
H -2.600762 2.844609 3.372259 0.0 0.2 -0.2
C -5.535362 -1.682471 -4.211331 -0.8 0.6 -0.7
C -3.018882 -1.144041 -1.522591 -0.3 -1.4 -0.8
H -0.301442 3.925129 3.910889 0.0 0.2 0.2
H 2.158198 1.019439 6.459359 -0.3 -0.1 -0.4
O -2.325662 -2.918881 -7.201241 -1.1 -2.1 -0.7
O -4.150632 4.304359 1.237509 -3.4 -0.9 1.3
C -1.611522 -5.754941 -4.456821 3.1 -1.6 -5.0
H -4.955752 2.337239 -2.379381 0.0 -0.1 -0.3
H 6.431688 -1.365851 -6.556471 0.5 0.0 0.2
C -0.983442 -6.375751 -3.214311 -0.8 0.9 -0.3
H 1.023808 -1.722181 1.022629 0.4 0.4 0.4
H 3.973358 -3.561931 2.803829 0.3 -0.1 -0.1
H -5.787772 3.763539 -3.032611 0.2 0.2 0.0
H 1.625578 6.365269 -1.080371 -0.3 0.7 0.3
H -5.625222 2.083769 -6.695931 0.1 -0.1 0.4
C -1.667632 -2.548801 0.086989 -0.3 -0.3 0.4
H -6.846822 0.608659 2.295719 0.9 -0.5 0.8
H -1.679532 4.552959 -6.057761 0.2 0.1 -0.1
C -2.244152 -0.112831 0.539599 2.5 0.6 0.9
H -2.480372 -9.293801 -0.242121 -0.3 -0.1 0.8
C 6.206188 -3.409601 2.928469 0.1 -1.7 0.8
H 5.916828 0.881109 -0.590401 -0.6 0.6 0.1
H -4.116992 -0.975901 6.311349 0.4 0.1 0.0
H 6.675388 -0.631661 -3.886801 0.0 0.0 0.3
C -1.865802 -1.153481 -0.552641 2.0 0.0 -0.1
C -5.442862 -1.482781 -6.758491 -1.0 -0.4 -0.4
C 5.536288 -2.261801 -4.809381 1.9 3.4 -0.6
C -1.152362 2.166359 4.790079 -1.0 0.1 0.5
O 2.325178 4.355659 3.645109 -0.1 0.5 -0.1
H 2.282328 -4.431861 0.007949 0.7 -0.4 0.4
C 3.546528 5.772979 5.085049 -0.2 -0.2 1.2
H -2.807332 -0.604021 1.333109 -0.6 -0.1 -0.2
C -5.740912 4.269609 3.097929 0.4 -0.2 -0.6
H -2.867602 -7.736701 -0.837241 -0.3 0.5 0.4
C -9.498642 -0.687281 1.952309 1.3 2.1 0.3
C 8.413138 -1.967231 -1.282311 1.6 -1.7 1.3
C -8.789942 0.691779 2.134839 -0.1 1.0 -0.1
H 1.565638 6.558839 2.426269 -0.1 0.1 0.2
H -0.088012 -1.721571 8.267349 0.0 -0.4 0.0
C 0.156928 0.865039 0.232679 -1.6 -1.1 1.5
H -3.799382 -2.243691 2.745039 0.4 0.0 0.0
C -0.206202 3.362759 4.839749 0.2 -1.4 -0.2
C -7.584462 0.758159 3.084159 -2.0 -1.0 -0.8
H -0.574762 -0.500411 1.779479 0.2 0.3 0.6
H -10.373862 -0.510141 2.577379 -0.3 -0.6 -0.2
C -6.372272 -2.993551 1.003599 1.2 0.2 -0.8
C 4.248528 0.873099 6.161669 -1.4 0.1 -1.0
H -3.999912 -1.070791 -1.053221 0.0 0.6 0.4
H 0.854278 -4.752471 -0.728841 -0.4 -0.8 -0.3
C 4.079558 -5.177671 -1.914291 -1.0 -0.1 -0.4
H 4.607818 5.994729 4.972779 -0.1 0.2 -0.7
H -9.686422 -0.763021 0.881279 -0.3 -0.4 0.3
C 2.574258 6.201209 -0.569301 -0.3 -0.2 0.0
H -6.123392 -5.287021 -0.059081 0.1 -0.5 -0.3
O 1.857438 -5.262471 -2.971811 1.2 0.7 0.3
H -6.008022 5.322459 3.188739 -0.4 0.0 -0.1
H 2.513348 -2.567451 5.378929 0.0 0.0 0.4
H 5.136638 -0.226191 -4.567501 -0.5 0.1 0.1
H 4.552738 -1.871281 3.025339 0.3 -0.2 0.8
H 2.735558 7.573409 3.348969 -0.2 -0.1 0.1
H -6.567042 3.251029 -5.706001 -0.6 -0.1 -0.5
H 9.773438 -2.337381 -3.002081 0.3 0.4 0.6
C -1.628952 -1.885161 -6.792391 4.8 -0.2 2.2
C 4.890128 3.352799 2.222069 0.2 -0.1 -0.2
H 1.208418 1.315269 -2.074121 -0.4 0.4 0.4
H 4.717138 3.867849 3.166999 -0.4 0.1 -0.2
H 7.426818 -2.740991 -5.837981 0.1 0.3 -0.1
O -2.238522 -0.830171 -6.911381 -1.4 3.5 0.0
O -1.124602 -6.067361 -5.604241 -1.9 1.2 4.1
H 0.130638 4.770269 -5.976281 -0.2 0.2 -0.5
H 3.402568 1.225379 0.984259 -0.6 0.1 0.0
H -4.540052 -2.079511 -6.628281 -0.2 0.2 0.1
C -6.064652 2.283789 -5.718701 -0.7 0.9 0.4
H -7.903642 -0.106461 3.666099 1.6 -0.1 0.7
H -3.168042 6.487459 1.748999 0.2 -0.5 -0.2
H 6.514918 2.771499 -3.925681 0.5 -0.4 0.2
Rb -0.876362 0.717819 -4.502111 0.2 -0.7 -0.1
C 2.730328 5.484419 3.855099 0.8 -1.2 0.4
H 3.522948 4.932969 5.779249 -0.2 -0.2 -0.2
H 8.825318 -0.779881 -2.960791 0.4 0.1 -0.1
C 2.538788 6.592589 2.916119 -0.3 1.0 -1.0
H -0.550182 3.196659 -5.678051 0.0 0.2 0.0
C 6.099978 2.442269 -2.973041 0.2 -0.9 0.3
C -0.040902 -1.812651 7.182179 -1.0 2.4 0.6
H -2.820612 -3.841121 -4.042911 1.2 0.1 -0.1
H -3.033902 3.273969 5.012769 0.0 -0.1 0.1
O -9.137762 1.684739 1.542439 -0.5 -0.2 -0.3
C 1.444178 -2.778861 5.362539 -0.7 0.1 0.1
C 2.528058 -5.132691 -1.957151 0.5 -1.4 -1.1
C 7.135368 2.043759 -1.928231 0.3 2.6 -1.8
C 4.707498 1.884479 2.489839 3.3 -1.8 2.5
H -2.144182 5.318569 -0.458981 -0.5 -0.5 0.1
H -7.449522 1.673919 3.659729 -0.2 -0.2 -0.3
C 5.647798 -0.984491 -3.974381 1.0 -0.4 -0.7
H 7.252938 -1.482471 3.622139 -0.8 0.3 -0.7
C -6.284262 3.239779 0.752079 1.2 0.7 0.1
C 2.900948 1.592439 5.904309 1.0 0.3 1.1
N -0.611002 -0.792681 -1.319591 -0.4 1.3 -1.6
H 5.611258 3.345149 -2.606891 -0.7 -0.3 0.3
H -6.397382 2.177339 0.967789 0.0 0.2 0.5
H -6.637112 2.272809 -3.059651 0.1 -0.3 0.1
H -2.065532 5.844039 2.989429 -0.2 -0.4 -0.2
O -0.330422 -1.617041 -2.480371 -0.3 0.3 1.4
H 2.954028 3.245639 -1.189951 0.0 0.0 0.0
H -1.925452 6.305409 -4.545161 -0.1 0.6 0.3
C -3.481212 -2.948251 3.513459 -0.1 -0.4 1.0
C -6.235872 -4.667411 -0.948751 -0.6 1.1 0.8
H 10.293758 -3.002781 -0.805331 -0.2 -0.1 -0.1
H -2.760212 0.774919 0.173989 -0.3 -0.3 -0.4
H -1.121612 1.223719 1.961089 -0.3 -0.3 0.3
H -4.245392 -0.541731 4.607959 0.0 0.4 -0.1
H -6.022322 -1.824361 -7.616191 0.2 0.0 -0.2
H -0.371982 3.985589 5.718779 -0.2 0.1 -0.1
O 4.333218 5.787649 -2.098631 -2.6 -1.6 1.1
H 2.633738 1.646069 2.614419 -0.3 0.3 -0.6
H 2.698328 1.659519 4.835409 -0.1 -0.2 0.2
H 5.166238 -1.174111 -3.015091 0.1 0.3 -0.1
H -2.544762 -5.571371 1.261479 0.3 -0.4 -0.7
H -6.956552 -5.068641 -1.661311 0.5 -0.1 -0.1
H -5.898622 -3.822371 1.529729 -1.1 -0.3 0.6
H -6.190342 -1.295121 -3.430911 -0.1 -0.8 0.3
H -0.301672 6.692889 -3.903791 0.0 0.3 -0.3
H -1.657302 4.137549 0.846589 -0.6 0.2 -0.1
O 2.839518 0.082299 -5.360541 1.9 -2.8 1.3
H 2.986188 3.796559 -2.889291 0.0 -0.5 0.1
C -2.425432 -8.238131 0.023659 0.6 0.4 0.0
C 7.430878 -2.437121 3.127079 -0.5 -0.7 0.4
H -1.367692 -7.980271 -0.029321 0.2 0.1 -0.1
C 6.661828 1.676389 -0.565621 0.9 -1.1 0.5
H -1.820772 -6.718671 -2.606541 0.2 0.1 0.5
C -3.680192 -1.136321 5.325669 -0.7 0.1 -0.1
C 6.441248 -2.354411 -6.097391 -1.6 -0.5 1.0
C 1.854988 -5.179121 -0.660701 -0.6 1.6 1.4
H -5.423412 -2.479101 0.851569 0.0 0.9 -0.3



Repeat the second record exactly.
16
Properties=species:S:1:pos:R:3:forces:R:3 method="wB97M-V/def2-TZVPD" multiplicity=1 energy_ha=-271.60308 max_force_ev_per_a=3.865 orbital_gap_ha=0.356 e_above_lowest_kcal_mol=93.8 lumo_energy_ev=0.96
C 2.853868 0.967165 -0.473676 -0.2 -0.2 1.6
C -1.301390 -0.803391 0.467579 0.6 -3.4 -1.7
O 0.476787 1.289267 -0.929896 2.5 0.1 0.7
H 0.404870 -2.157191 0.385590 -0.1 0.5 -0.4
H 0.882051 1.262902 -1.820221 -0.4 0.0 0.5
H -3.338626 -1.515013 0.778636 1.0 2.1 0.6
H -1.208691 -3.018030 0.515045 0.5 1.5 1.5
H 1.150245 1.191401 1.065628 1.2 -1.2 -2.4
C -0.653725 -2.018694 0.584001 -1.9 0.2 -0.8
H -3.140390 -0.200459 -0.342781 0.0 0.8 0.4
C -2.737128 -0.501508 0.627289 -1.5 -3.1 0.6
H 3.071499 1.395671 -1.451576 0.1 -0.7 -0.1
H 3.710297 0.573948 0.163156 -1.4 1.0 -0.8
C 1.581502 1.052568 -0.027160 -1.6 1.2 0.3
H -1.003953 -0.243293 -0.384512 2.0 1.6 0.6
H -2.800362 0.219088 1.461999 -0.8 -0.3 -0.6